ORCA calculation (ωB97M-V/def2-TZVPD) on 3 unconnected molecules or ions with the total composition C29H68N5O4P2S2 in a non-equilibrium geometry.

Structure (XYZ):
```
110
C29H68N5O4P2S2 | OMol25 | ωB97M-V/def2-TZVPD
H -0.433 2.642 3.002
C 1.555 -4.052 1.858
H 5.437 3.336 -3.263
H 1.786 -2.459 -2.931
H -0.617 0.403 -6.208
H 1.322 0.950 -2.632
H -2.267 1.076 -6.258
H 1.566 0.995 -4.385
H 0.274 2.282 5.011
H -4.353 2.149 -0.333
N -4.048 2.137 -3.113
H -1.523 0.219 3.620
N -2.132 5.824 1.837
H 1.574 4.301 3.780
H 2.630 -4.143 3.698
H -6.193 5.251 -1.119
H -2.643 -1.602 1.682
C 1.768 -3.596 3.314
C -2.429 1.663 0.555
H -0.010 -1.775 -4.933
H 2.248 -9.101 1.941
H 0.380 5.522 3.386
C 0.522 -9.575 -0.208
C 2.069 0.861 -3.427
C 2.763 -1.795 -1.134
H -1.426 2.059 0.357
C -1.818 4.135 3.664
H 1.196 -8.326 3.156
C -5.342 4.589 -1.283
H -2.510 3.404 4.067
C 5.598 3.241 -2.190
H 0.431 -1.514 4.972
S -2.090 -0.638 -4.643
C 1.226 -9.005 2.307
H 2.681 -0.967 -4.370
C -1.055 -2.083 -4.882
H 6.320 3.998 -1.890
H -3.416 -0.204 2.427
C 0.670 4.485 3.204
C 1.907 -2.242 0.056
H 3.937 4.428 -1.507
H 4.057 1.635 -3.596
N -3.096 3.848 0.190
H -4.992 6.356 1.383
C 4.298 3.402 -1.407
H 2.463 -1.607 2.730
H 0.141 -10.530 0.154
H 3.725 -0.460 -3.023
H 1.724 -1.393 0.720
H 3.261 -0.855 -0.873
H 2.810 2.862 -3.833
C -3.319 2.485 -0.384
H -5.627 3.566 -1.090
H -1.801 5.045 4.260
H -0.251 -2.083 2.111
H -3.326 -0.188 -0.139
S 0.197 -8.302 1.015
H 3.304 1.505 -1.153
H -2.021 3.422 -2.352
H -1.354 -2.590 -5.799
C 2.693 -0.550 -3.364
H -1.589 -0.198 -0.006
H 0.939 -0.251 3.886
H 1.594 -9.630 -0.395
H -1.231 -2.215 3.567
C 1.960 -1.516 -2.410
H -2.619 6.448 2.468
C -2.542 -0.532 1.862
H 0.000 -9.294 -1.120
O -0.225 3.101 4.999
C 3.092 1.993 -3.235
H 0.917 -2.549 -0.305
H -1.937 -0.502 -7.019
H -1.930 1.198 -2.155
P -2.825 2.280 -2.156
P -4.055 5.318 -0.229
N -2.246 4.513 2.301
H 2.649 -1.980 4.416
O -3.507 -1.073 -4.727
C -0.423 3.517 3.657
O 0.886 -7.070 0.544
H 6.028 2.253 -2.016
C 2.503 -3.422 0.835
C -1.680 0.162 -6.195
H 0.827 -9.976 2.599
H 2.820 -4.161 0.099
C 0.694 -1.321 3.929
H 4.537 3.262 -0.350
O -4.893 5.418 1.194
H -3.742 2.055 2.127
C -1.265 -0.286 2.684
H 0.912 -3.933 3.907
H -1.203 -2.741 -4.029
C -0.525 -1.574 3.033
H 0.997 -1.086 -2.122
H 1.725 -5.128 1.831
H 0.912 4.376 2.146
H 3.394 -3.052 1.353
C -2.499 0.146 0.492
H -5.027 4.681 -2.323
C -2.729 3.624 1.474
H 3.533 -2.540 -1.338
H 0.520 -3.934 1.533
H -4.050 1.258 -3.624
H 2.227 2.857 -1.505
H -0.574 0.386 2.161
N -2.784 2.286 1.861
C 3.187 2.403 -1.769
C 1.966 -2.094 3.570
H -1.155 6.078 1.763
```

Summary:
* total charge: +1
* electronic energy: -3199.2572 Ha
* 2S+1: 1
* orbital gap: 8.134 eV